This record from the Open Molecules 2025 dataset describes a cluster of 9 separate species, C36H66O24S6 in total. The level of theory is ωB97M-V/def2-TZVPD.

Structure (XYZ):
```
132
Properties=species:S:1:pos:R:3:lowdin_charge:R:1
C -14.24 -6.81 -18.39 -0.016
C -14.32 -7.17 -19.77 -0.036
C -15.05 -6.41 -20.66 -0.319
C -15.84 -5.38 -20.11 -0.023
C -15.75 -4.98 -18.82 -0.009
C -14.85 -5.68 -17.94 -0.372
O -14.67 -5.06 -16.81 0.064
O -14.92 -6.77 -22.00 0.020
H -13.41 -7.34 -17.79 0.128
H -13.70 -7.98 -20.10 0.106
H -16.47 -4.92 -20.84 0.104
H -16.27 -4.05 -18.58 0.124
H -13.94 -5.52 -16.37 0.052
H -14.82 -5.89 -22.42 0.120
C -16.33 -3.66 -13.83 -0.020
C -17.38 -3.33 -12.96 -0.008
C -17.26 -3.36 -11.56 -0.324
C -16.03 -3.59 -11.01 -0.014
C -14.99 -3.82 -11.88 -0.044
C -15.08 -3.82 -13.26 -0.353
O -13.95 -3.95 -13.98 0.067
O -18.38 -3.14 -10.77 0.008
H -16.47 -3.82 -14.91 0.118
H -18.41 -3.14 -13.27 0.127
H -15.85 -3.68 -9.97 0.115
H -13.98 -4.01 -11.50 0.131
H -14.16 -3.78 -14.89 0.086
H -18.56 -2.18 -10.68 0.125
C -17.24 -8.20 -23.78 -0.028
C -16.51 -8.27 -24.98 0.007
C -16.65 -7.24 -25.95 -0.270
C -17.54 -6.20 -25.70 -0.022
C -18.29 -6.27 -24.57 -0.032
C -18.12 -7.21 -23.61 -0.377
O -18.84 -7.24 -22.46 0.034
O -15.76 -7.30 -27.04 0.026
H -17.17 -9.08 -23.11 0.127
H -15.89 -9.13 -25.16 0.109
H -17.69 -5.38 -26.31 0.096
H -19.00 -5.46 -24.30 0.136
H -19.13 -6.34 -22.26 0.051
H -16.10 -6.76 -27.74 0.076
O -19.28 -4.50 -21.36 -0.303
S -20.70 -4.26 -21.11 0.597
O -21.56 -4.03 -22.21 -0.263
O -21.21 -5.58 -20.28 -0.301
C -22.66 -5.93 -20.28 -0.200
C -22.65 -7.03 -19.25 -0.057
C -20.81 -2.97 -19.93 -0.115
H -23.00 -6.31 -21.25 0.124
H -23.10 -4.97 -20.03 0.109
H -22.19 -7.91 -19.71 0.081
H -23.59 -7.40 -18.86 0.083
H -21.99 -6.70 -18.46 0.056
H -20.00 -3.16 -19.22 0.036
H -21.82 -3.02 -19.43 0.089
H -20.72 -2.03 -20.48 0.082
O -19.90 -9.26 -11.35 -0.298
S -19.27 -10.49 -11.74 0.603
O -17.82 -10.68 -11.59 -0.312
O -20.04 -11.72 -11.10 -0.283
C -19.94 -11.60 -9.62 -0.218
C -21.23 -12.21 -8.97 -0.047
C -19.72 -10.92 -13.54 -0.070
H -19.82 -10.55 -9.40 0.094
H -19.01 -12.11 -9.33 0.124
H -21.00 -12.46 -7.92 0.077
H -21.33 -13.13 -9.52 0.063
H -22.19 -11.66 -9.02 0.084
H -19.01 -10.40 -14.17 0.053
H -20.76 -10.61 -13.73 0.073
H -19.54 -11.99 -13.58 0.057
O -12.50 -6.38 -15.68 -0.313
S -12.30 -6.89 -14.30 0.641
O -11.73 -6.00 -13.34 -0.269
O -13.69 -7.52 -13.80 -0.274
C -14.02 -7.63 -12.36 -0.224
C -15.42 -7.22 -12.22 -0.045
C -11.26 -8.35 -14.34 -0.109
H -13.21 -7.08 -11.85 0.118
H -13.79 -8.70 -12.11 0.132
H -15.80 -7.39 -11.23 0.095
H -16.09 -7.54 -13.00 0.079
H -15.43 -6.17 -12.52 0.058
H -11.41 -8.93 -15.25 0.070
H -11.46 -8.89 -13.37 0.088
H -10.22 -8.07 -14.31 0.067
O -18.87 -11.91 -18.56 -0.295
S -18.91 -10.45 -18.52 0.580
O -19.97 -9.83 -17.76 -0.305
O -17.54 -9.83 -18.10 -0.302
C -16.29 -10.25 -18.83 -0.165
C -15.40 -10.75 -17.67 -0.042
C -19.03 -9.77 -20.24 -0.099
H -15.97 -9.37 -19.41 0.113
H -16.45 -10.99 -19.55 0.089
H -15.87 -11.60 -17.14 0.100
H -15.13 -9.90 -17.08 0.064
H -14.46 -11.00 -18.09 0.065
H -18.86 -10.55 -20.95 0.056
H -18.47 -8.84 -20.49 0.067
H -20.06 -9.52 -20.40 0.050
O -20.60 -5.41 -16.74 -0.281
S -19.22 -5.34 -17.10 0.625
O -18.86 -4.22 -17.93 -0.315
O -18.28 -5.16 -15.77 -0.268
C -18.17 -6.22 -14.75 -0.201
C -19.49 -6.81 -14.11 -0.019
C -18.64 -6.82 -18.02 -0.076
H -17.66 -5.66 -13.98 0.075
H -17.51 -6.97 -15.13 0.107
H -19.97 -7.45 -14.84 0.063
H -20.09 -6.00 -13.79 0.065
H -19.22 -7.42 -13.25 0.062
H -19.12 -6.82 -19.02 0.075
H -18.95 -7.70 -17.43 0.038
H -17.56 -6.83 -18.21 0.062
O -22.60 -3.19 -12.25 -0.285
S -23.69 -2.33 -12.59 0.546
O -23.68 -1.00 -12.13 -0.250
O -23.86 -2.36 -14.19 -0.254
C -23.06 -3.27 -14.95 -0.264
C -23.44 -3.43 -16.42 -0.064
C -25.16 -3.17 -12.13 -0.127
H -23.25 -4.29 -14.55 0.118
H -21.98 -3.11 -14.78 0.123
H -23.16 -4.42 -16.81 0.061
H -22.97 -2.71 -17.09 0.070
H -24.52 -3.48 -16.50 0.082
H -26.02 -2.65 -12.56 0.077
H -25.22 -3.05 -11.02 0.090
H -24.95 -4.20 -12.36 0.070
```

Summary:
2S+1 = 1
maximum force = 3.97 eV/A
E = -5606.038499 hartree

This record from the Open Molecules 2025 dataset describes a structure of composition C36H68BN5O2P2S4V. The level of theory is ωB97M-V/def2-TZVPD.

Structure (XYZ):
```
119
Properties=species:S:1:pos:R:3:lowdin_spin:R:1
V -0.77 -0.22 -0.03 1.080
C 2.53 -1.10 -3.43 0.000
C 3.58 -1.71 -2.48 0.000
C 3.87 -3.14 -2.94 0.000
C 4.84 -0.86 -2.55 0.000
P 2.70 -1.76 -0.77 0.000
C 3.06 -0.04 -0.11 0.000
N 2.18 0.99 -0.61 -0.003
B 0.76 1.03 -0.56 -0.038
N 0.39 2.38 -0.84 -0.004
C -0.90 3.04 -0.86 0.001
P -2.27 1.80 -0.64 -0.002
C -2.92 1.58 -2.42 0.000
C -3.71 0.26 -2.43 0.002
C -3.82 2.69 -2.96 0.000
C -1.69 1.50 -3.35 0.000
C -3.53 2.84 0.37 -0.001
C -4.82 2.04 0.51 0.000
C -2.94 3.00 1.77 0.000
C -3.85 4.23 -0.18 0.000
C 1.54 3.12 -1.06 -0.001
C 1.71 4.46 -1.35 0.000
C 3.00 4.93 -1.51 0.001
C 4.10 4.08 -1.40 0.001
C 3.94 2.74 -1.10 0.001
C 2.65 2.26 -0.93 -0.001
C 3.73 -2.76 0.50 0.000
C 5.24 -2.53 0.43 0.000
C 3.24 -2.40 1.90 0.000
C 3.43 -4.25 0.28 0.000
H 3.00 -0.89 -4.39 0.000
H 2.13 -0.16 -3.04 0.000
H 1.72 -1.80 -3.61 0.000
H 4.11 -3.13 -4.00 0.000
H 3.00 -3.78 -2.80 0.000
H 4.72 -3.57 -2.42 0.000
H 5.26 -0.96 -3.55 0.000
H 5.59 -1.18 -1.84 0.000
H 4.61 0.19 -2.41 0.000
H 4.10 0.23 -0.31 0.000
H 2.91 -0.11 0.97 0.000
H -1.02 3.58 -1.81 0.000
H -0.93 3.78 -0.05 0.000
H -4.70 0.41 -1.99 0.000
H -3.21 -0.53 -1.85 0.002
H -3.85 -0.09 -3.45 0.000
H -4.79 2.72 -2.48 0.000
H -4.00 2.50 -4.02 0.000
H -3.35 3.67 -2.89 0.000
H -0.81 1.08 -2.86 0.000
H -1.43 2.49 -3.71 0.000
H -1.94 0.91 -4.23 0.000
H -4.64 1.11 1.04 0.000
H -5.28 1.81 -0.45 0.000
H -5.55 2.62 1.07 0.000
H -2.52 2.06 2.14 0.000
H -3.72 3.30 2.46 0.000
H -2.19 3.79 1.78 0.000
H -4.60 4.21 -0.96 0.000
H -2.97 4.76 -0.54 0.000
H -4.26 4.83 0.64 0.000
H 0.86 5.12 -1.47 0.000
H 3.16 5.98 -1.73 0.000
H 5.09 4.47 -1.55 0.000
H 4.80 2.10 -1.02 0.000
H 5.49 -1.48 0.50 0.000
H 5.67 -2.94 -0.48 0.000
H 5.70 -3.04 1.27 0.000
H 3.72 -1.50 2.29 0.000
H 3.48 -3.21 2.59 0.000
H 2.15 -2.26 1.94 0.000
H 3.74 -4.59 -0.70 0.000
H 2.36 -4.45 0.40 0.000
H 3.97 -4.84 1.02 0.000
N -0.78 -1.40 -2.11 -0.006
C -1.15 -2.81 -2.05 0.001
C -0.26 -3.58 -1.08 0.000
C -0.12 -2.94 0.30 -0.001
O 0.04 -3.61 1.29 -0.006
O -0.15 -1.65 0.31 -0.027
H -1.27 -0.97 -2.90 0.000
H 0.22 -1.34 -2.31 0.001
H -1.06 -3.29 -3.04 0.000
H -2.20 -2.88 -1.73 0.000
H 0.76 -3.64 -1.48 0.000
H -0.63 -4.60 -0.95 0.000
C -1.31 -2.76 3.93 0.000
C -1.70 -1.32 4.18 0.001
S -2.48 -0.47 2.78 0.010
C -4.14 -1.24 2.74 0.002
C -4.50 -1.69 1.34 0.000
S -3.33 -2.90 0.65 0.002
C -3.75 -4.41 1.58 0.001
C -2.69 -4.87 2.58 0.000
S -2.69 -3.94 4.15 0.000
H -0.56 -3.05 4.67 0.000
H -0.88 -2.90 2.94 0.000
H -0.80 -0.73 4.38 0.000
H -2.38 -1.24 5.03 0.000
H -4.86 -0.51 3.11 0.000
H -4.11 -2.08 3.43 0.000
H -4.46 -0.86 0.64 0.000
H -5.50 -2.13 1.32 0.000
H -3.89 -5.19 0.83 0.000
H -4.70 -4.23 2.07 0.000
H -1.69 -4.83 2.15 0.000
H -2.91 -5.90 2.86 0.000
S 0.60 0.44 2.26 -0.015
C 1.17 2.01 2.51 -0.001
N 0.43 3.12 2.43 0.001
C 1.16 4.29 2.90 0.000
C 2.60 3.75 3.03 0.000
N 2.42 2.32 2.83 -0.001
H -0.58 3.07 2.47 0.000
H 0.76 4.64 3.86 0.000
H 1.09 5.10 2.18 0.000
H 3.04 3.96 4.00 0.000
H 3.24 4.16 2.24 0.000
H 3.16 1.66 2.92 0.000
```

Summary:
2S+1 = 2
maximum force = 4.95 eV/A
expectation value of S² = 0.770
net charge = +2
E = -5080.712614 hartree